30
Properties=species:S:1:pos:R:3:forces:R:3 method="wB97M-V/def2-TZVPD" spin_multiplicity=2 e_homo_ev="-19.474 / -20.138" total_charge=+3 fmax_ev_per_a=0.6
I 1.51594 2.12248 1.53397 0.34 0.27 0.46
H 4.13559 -3.51511 0.06060 -0.01 0.00 -0.01
H -1.14930 1.18923 -2.17171 -0.06 -0.03 -0.07
H -1.14315 -1.52774 0.68018 0.01 -0.02 -0.03
C 2.65892 -0.50792 0.78997 0.12 -0.10 0.02
H -3.34609 -1.28836 -0.20210 -0.01 0.00 0.02
H -0.13832 -0.02436 -2.51279 0.04 0.00 0.02
C 5.14789 -0.16973 2.13221 -0.05 0.06 0.00
C 4.87557 -1.35390 1.43813 0.02 0.04 0.03
C -1.98712 -0.67688 -1.76957 0.20 0.02 -0.23
H 4.40695 1.75745 2.70968 -0.03 0.01 -0.01
N -1.48673 -0.56993 0.58497 -0.23 0.11 0.04
Ir 0.00774 0.70157 0.04211 -0.20 -0.29 -0.47
C 2.16447 -2.90812 -0.59221 0.06 -0.02 0.02
C -2.61405 -0.51157 -0.42233 -0.09 -0.02 0.34
H -3.10495 0.45721 -0.31507 0.00 0.01 0.04
C 3.38976 -2.72852 0.07927 0.00 0.01 0.01
H 0.28904 -2.08078 -1.11721 0.06 -0.05 0.02
C 1.21074 -1.90983 -0.57531 -0.02 0.04 0.00
H 6.09324 -0.03765 2.64296 0.01 -0.02 -0.01
C 2.99364 0.64091 1.50409 -0.19 0.09 -0.04
C 1.42137 -0.69775 0.10214 0.07 0.15 0.00
H 1.97913 -3.83140 -1.12649 -0.01 0.00 0.00
H 5.61751 -2.14385 1.41226 0.00 0.00 0.00
N -0.82296 0.28279 -1.82002 -0.07 -0.09 -0.03
C 4.19820 0.84219 2.16940 0.15 -0.13 0.00
H -1.60622 -1.68809 -1.90737 0.00 0.01 -0.06
H -2.68158 -0.46814 -2.58156 -0.02 0.00 0.00
H -1.83817 -0.31785 1.51174 -0.03 0.00 0.01
C 3.64776 -1.53976 0.76804 -0.05 -0.05 -0.05


29
Properties=species:S:1:pos:R:3:forces:R:3 method="wB97M-V/def2-TZVPD" e_homo_ev=-12.077 total_charge=+1 de_lowest_ev=1.745 fmax_ev_per_a=3.7
C 4.91637 -1.53924 -1.12832 -2.79 -0.68 0.08
C -0.30445 1.82397 0.21053 -0.51 -0.78 -1.21
H -4.43857 -1.26705 -1.01981 -1.93 -1.48 -0.73
H 5.70771 -1.37246 -0.50524 2.33 -0.26 0.82
H 3.46337 -2.91859 -2.29520 0.48 -0.56 -0.38
H -0.69221 2.77945 0.42100 -0.03 1.23 0.84
C -2.36707 -1.21123 -0.88518 0.74 2.89 0.81
O -0.02318 -2.44387 0.20694 0.32 0.62 -0.20
C 3.98482 -2.14025 -1.79025 0.16 0.40 0.45
H 0.48067 -2.66374 0.99411 0.34 -0.49 0.64
C -1.49280 0.98918 -0.21665 -0.44 0.48 -0.85
H -4.88219 1.01250 -0.65574 1.04 0.08 0.33
H 3.70763 0.03050 -1.93646 -1.21 -0.69 1.34
H 0.80924 2.57062 2.78431 -0.55 -0.88 -0.61
H -2.25660 -2.20450 -1.05688 0.66 -2.79 -0.45
H 2.80405 -0.80533 -0.46817 0.20 0.25 0.84
C 0.25775 1.06025 1.31468 0.19 -0.03 1.63
H 0.56109 0.99670 3.48275 -0.34 -0.30 -0.53
C 0.20281 1.61993 2.65622 0.80 2.35 1.92
H -3.08122 2.46563 0.09159 0.22 1.94 0.23
S 0.39541 -0.94872 -0.21921 -2.34 0.70 0.11
C 3.58871 -0.82966 -1.19124 1.18 1.55 -3.13
C -3.61534 -0.66468 -0.94928 1.31 2.31 1.24
C -1.32203 -0.35726 -0.47382 0.11 -0.44 -0.95
N 0.57628 -0.16902 1.26177 0.74 -1.54 -0.88
C -3.81867 0.68688 -0.60308 -1.19 -0.46 -1.11
C -2.78272 1.55691 -0.31517 0.20 -2.90 0.26
H 0.44462 1.96477 -0.56130 0.12 -0.18 -0.47
H -0.82349 1.97832 2.84710 0.19 -0.33 -0.02


28
Properties=species:S:1:pos:R:3:forces:R:3 method="wB97M-V/def2-TZVPD" e_homo_ev=-12.378 total_charge=+1 de_lowest_ev=0.616 fmax_ev_per_a=3.9 smiles="[NH3+][C@H]1C=CC=C[C@]1(S)c1ccccc1"
H 0.60743 2.25223 -0.10018 2.04 0.80 -0.53
H -2.33774 -2.00284 2.63263 -0.39 -0.44 0.54
H -1.66213 2.22447 2.34132 -0.40 1.14 0.23
S -2.12473 0.15168 -1.39791 0.64 -0.84 1.00
H 1.06803 -1.76736 1.02337 0.77 0.19 -0.69
C -1.33098 -1.35511 0.90613 -1.12 0.90 2.23
C 3.04753 -1.19734 -1.72571 0.58 -0.42 -0.50
H -1.35382 -2.36628 0.57352 0.37 -0.55 -0.58
C -1.97139 -1.14389 2.13123 1.74 1.18 -3.34
C -1.68161 1.25909 1.91204 0.82 -1.23 -0.37
H -3.22300 -0.13026 -0.65353 0.44 0.30 0.06
H -2.78344 0.40942 3.42674 -1.19 0.33 1.76
H 3.38183 -2.39304 0.05668 -1.28 1.66 -0.82
C 1.44209 -1.38110 0.05206 -1.48 0.50 0.05
H 4.09105 -1.48335 -1.99494 -1.15 0.62 -0.50
H -0.73672 1.68695 -0.94589 -0.12 1.48 0.47
C -2.19331 0.23458 2.60169 0.99 -0.75 -2.19
H -0.87691 3.03849 0.29524 1.28 -2.26 -1.29
C -0.73204 -0.26708 0.00777 -3.19 -0.15 0.93
H 2.42019 -0.11090 -3.55894 -0.83 -1.25 2.30
H -0.00571 0.34673 -2.62028 2.09 -1.11 0.93
C 0.51411 -0.60659 -0.69378 1.36 -0.75 -0.35
C 2.09961 -0.54875 -2.50299 0.65 2.30 -2.59
H 0.23140 0.83133 1.60970 1.01 0.16 -0.62
C -0.57099 0.98829 0.89495 -1.79 -0.44 0.61
C 2.67026 -1.65232 -0.48920 1.43 -2.37 2.06
C 0.82740 -0.19556 -1.99904 -0.80 0.12 -0.23
N -0.35923 2.12718 -0.05412 -2.49 0.86 1.41